[1]
{
  "formula": "C2H12O3",
  "method": "ωB97M-V/def2-TZVPD",
  "smiles": "CC.O.O.O",
  "de_lowest_kcal_mol": 43.26,
  "spin_multiplicity": 1,
  "energy_ev": -8409.4408,
  "homo_lumo_gap_ev": 11.37,
  "lumo_energy_ev": 0.51,
  "total_charge": 0,
  "species": ["O", "H", "H", "H", "C", "H", "H", "H", "H", "H", "H", "C", "O", "H", "O", "H", "H"],
  "xyz": [[-0.1599, -0.2744, 1.4535], [0.7205, -0.4802, 1.8479], [2.2160, -5.5038, 0.5586], [-0.1751, 2.5802, -1.6705], [-0.0467, 3.5064, -2.2890], [-2.6928, -2.1399, 6.1506], [-0.6238, 4.3188, -1.7555], [0.9227, 3.5926, -1.8607], [1.9982, -5.8468, -0.9458], [0.6435, 2.2916, -4.1924], [-0.7752, -0.1593, 2.3102], [-0.0604, 3.1986, -3.7106], [-1.8585, -2.5363, 6.3151], [0.4550, 4.0533, -4.2317], [2.5045, -6.1218, -0.1597], [-2.0043, -3.4736, 6.0922], [-1.0634, 2.9946, -3.9122]],
  "atomic_forces_ev_per_a": [[-1.169, 0.162, 3.383], [-0.983, 0.240, -0.414], [0.355, -0.821, -1.038], [-1.182, 0.357, -0.511], [0.786, -1.620, 4.526], [-1.184, 0.691, -0.187], [0.115, -0.772, -1.498], [1.538, 1.060, -0.234], [0.301, -0.128, 0.547], [-1.925, 1.914, 2.109], [2.157, -0.406, -2.962], [3.520, -0.359, -2.712], [0.971, -1.236, 0.000], [-1.381, -0.511, -0.117], [-0.659, 0.952, 0.490], [0.212, 0.550, 0.176], [-1.472, -0.073, -1.560]]
}

[2]
{
  "formula": "C2H12O3S",
  "method": "ωB97M-V/def2-TZVPD",
  "smiles": "CSC.O.O.O",
  "de_lowest_kcal_mol": 13.19,
  "spin_multiplicity": 1,
  "energy_ev": -19246.1652,
  "homo_lumo_gap_ev": 9.41,
  "lumo_energy_ev": 0.62,
  "total_charge": 0,
  "species": ["H", "H", "H", "H", "O", "O", "C", "H", "H", "H", "C", "H", "O", "H", "H", "S", "H", "H"],
  "xyz": [[1.5227, -0.6910, -0.0255], [0.3782, -1.1119, -2.0018], [-1.4231, 0.6312, -0.1328], [-0.7275, 2.2712, 0.3178], [-0.2047, -1.3272, -2.7260], [-2.5656, -1.6282, -1.0560], [-0.5282, 1.2211, 0.1252], [0.7056, 2.8347, 2.2622], [-1.7771, -2.0338, -1.4327], [2.0869, 1.7633, 1.6873], [1.1461, 1.8446, 2.2238], [0.1919, 1.1388, -0.7060], [1.2349, -1.5800, -0.2143], [1.3288, 1.5460, 3.2691], [0.2776, -1.1465, -3.5390], [0.0579, 0.4616, 1.6575], [1.1564, -2.0041, 0.6292], [-2.8608, -2.1899, -0.3379]],
  "atomic_forces_ev_per_a": [[0.081, 0.355, 0.462], [0.415, -0.151, 0.474], [0.227, 0.556, -0.172], [-0.316, -0.045, -0.084], [-0.400, -0.018, -0.583], [-0.133, 0.231, 0.072], [-0.077, -0.815, -0.316], [-0.198, -0.022, -0.452], [0.058, 0.039, -0.130], [0.007, 0.501, -0.066], [-0.049, -1.700, 1.020], [-0.200, 0.026, 0.337], [0.240, -0.373, -1.389], [0.222, 0.292, -0.293], [-0.041, -0.050, 0.129], [0.240, 1.524, 0.270], [-0.135, -0.185, 0.672], [0.057, -0.164, 0.049]]
}

[3]
{
  "formula": "C2H12O4",
  "method": "ωB97M-V/def2-TZVPD",
  "smiles": "C=C.O.O.O.O",
  "de_lowest_kcal_mol": 20.41,
  "spin_multiplicity": 1,
  "energy_ev": -10458.1089,
  "homo_lumo_gap_ev": 11.13,
  "lumo_energy_ev": 0.66,
  "total_charge": 0,
  "species": ["H", "H", "C", "H", "C", "O", "H", "H", "H", "H", "H", "H", "H", "H", "O", "H", "O", "O"],
  "xyz": [[2.9666, -0.6450, 0.1050], [-0.0644, 0.8207, -1.9512], [-0.9311, 0.0106, 1.9312], [-0.0100, -1.2207, -1.1327], [-1.9582, 0.0799, 1.0580], [2.2324, -0.3266, 0.5458], [1.5213, 1.1738, -0.3022], [0.4256, 2.2627, -0.3996], [-2.9480, -0.1305, 1.4743], [-1.9175, 0.4339, 0.0221], [0.0693, 0.3801, 1.6438], [1.5582, -1.0316, 0.2055], [-0.0650, -1.6744, 0.3642], [-1.1135, -0.1408, 2.9825], [0.4670, -1.8497, -0.4570], [-0.6426, -0.0642, -3.0339], [-0.6897, 0.1184, -2.1109], [1.0997, 1.8036, -0.9446]],
  "atomic_forces_ev_per_a": [[2.884, -0.623, -1.237], [0.953, 0.855, 0.451], [-0.272, 1.375, -1.460], [1.017, -1.172, 1.214], [0.219, 0.075, 1.263], [-2.930, 0.069, 0.872], [-0.001, 0.134, -0.491], [0.642, -0.217, -0.476], [0.167, -0.061, -0.436], [0.278, -0.397, 0.401], [-0.435, -0.553, 0.219], [0.716, 1.179, 0.359], [0.292, -0.511, -0.984], [0.043, -0.432, 0.084], [-2.123, 1.236, -0.319], [-0.060, -0.257, -1.105], [-0.821, -0.806, 0.626], [-0.567, 0.105, 1.021]]
}

Repeat the second record exactly.
{
  "formula": "C2H12O3S",
  "method": "ωB97M-V/def2-TZVPD",
  "smiles": "CSC.O.O.O",
  "de_lowest_kcal_mol": 13.19,
  "spin_multiplicity": 1,
  "energy_ev": -19246.1652,
  "homo_lumo_gap_ev": 9.41,
  "lumo_energy_ev": 0.62,
  "total_charge": 0,
  "species": ["H", "H", "H", "H", "O", "O", "C", "H", "H", "H", "C", "H", "O", "H", "H", "S", "H", "H"],
  "xyz": [[1.5227, -0.6910, -0.0255], [0.3782, -1.1119, -2.0018], [-1.4231, 0.6312, -0.1328], [-0.7275, 2.2712, 0.3178], [-0.2047, -1.3272, -2.7260], [-2.5656, -1.6282, -1.0560], [-0.5282, 1.2211, 0.1252], [0.7056, 2.8347, 2.2622], [-1.7771, -2.0338, -1.4327], [2.0869, 1.7633, 1.6873], [1.1461, 1.8446, 2.2238], [0.1919, 1.1388, -0.7060], [1.2349, -1.5800, -0.2143], [1.3288, 1.5460, 3.2691], [0.2776, -1.1465, -3.5390], [0.0579, 0.4616, 1.6575], [1.1564, -2.0041, 0.6292], [-2.8608, -2.1899, -0.3379]],
  "atomic_forces_ev_per_a": [[0.081, 0.355, 0.462], [0.415, -0.151, 0.474], [0.227, 0.556, -0.172], [-0.316, -0.045, -0.084], [-0.400, -0.018, -0.583], [-0.133, 0.231, 0.072], [-0.077, -0.815, -0.316], [-0.198, -0.022, -0.452], [0.058, 0.039, -0.130], [0.007, 0.501, -0.066], [-0.049, -1.700, 1.020], [-0.200, 0.026, 0.337], [0.240, -0.373, -1.389], [0.222, 0.292, -0.293], [-0.041, -0.050, 0.129], [0.240, 1.524, 0.270], [-0.135, -0.185, 0.672], [0.057, -0.164, 0.049]]
}